Formula: C4H9NO
Source: the Open Molecules 2025 dataset
Level of theory: wB97M-V/def2-TZVPD

```
! RIJCOSX wB97M-V def2-TZVPD def2/J DEFGRID3
* xyz 0 1
C 3.055 -0.463 -0.516
C 2.101 -0.474 0.392
O 1.509 0.676 0.870
H 3.520 -1.395 -0.806
H 3.396 0.466 -0.952
H 1.745 -1.389 0.867
H 0.602 0.708 0.514
C -2.232 -0.192 1.155
N -1.398 0.420 0.443
C -1.721 0.599 -0.966
H -2.048 -0.334 2.218
H -3.163 -0.606 0.766
H -0.950 0.121 -1.571
H -2.702 0.194 -1.234
H -1.715 1.669 -1.179
*
```

Total energy in hartree: -287.73710
Energy relative to the best compared isomer or geometry (same formula, charge and spin) in eV: 2.595
Frontier orbital gap in eV: 10.2
Structure (SMILES): C=CO.C=NC
HOMO energy in eV: -9.250